Version i
{"formula": "C8H12O3", "method": "the ωB97M-V functional and the def2-TZVPD basis", "symbols": ["C", "C", "O", "O", "C", "C", "C", "C", "C", "C", "O", "H", "H", "H", "H", "H", "H", "H", "H", "H", "H", "H", "H"], "positions_angstrom": [[1.12, -2.28, -0.79], [1.31, -1.05, 0.09], [1.37, -1.21, 1.30], [1.68, 0.03, -0.61], [1.88, 1.32, 0.05], [0.69, 2.17, -0.33], [-0.46, 2.12, 0.75], [-1.26, 0.90, 0.45], [-1.90, -0.17, 0.22], [-2.47, -1.50, 0.41], [-1.91, 0.62, -0.99], [0.36, -2.30, -1.54], [0.97, -3.27, -0.33], [1.85, -2.50, -1.55], [2.72, 1.56, -0.52], [1.96, 1.05, 1.03], [0.35, 1.88, -1.25], [1.10, 3.15, -0.42], [-0.26, 1.96, 1.84], [-1.24, 2.86, 0.76], [-1.79, -2.01, 0.94], [-2.75, -2.08, -0.43], [-3.31, -1.30, 0.94]], "orbital_gap_ev": 8.587, "smiles": "CC(=O)OCCCC1=C(C)O1", "e_homo_ha": -0.28202}


Version ii
{"formula": "C8H12O3", "method": "the ωB97M-V functional and the def2-TZVPD basis", "symbols": ["O", "C", "C", "C", "C", "O", "C", "C", "C", "C", "O", "H", "H", "H", "H", "H", "H", "H", "H", "H", "H", "H", "H"], "positions_angstrom": [[1.96, 1.39, -0.61], [1.29, 1.56, 0.59], [0.22, 0.52, 0.77], [-0.67, 0.43, -0.56], [-2.07, 0.80, -0.50], [-2.98, 0.04, 0.35], [-0.41, -1.08, -0.82], [1.00, -1.58, -0.93], [1.59, -1.50, 0.19], [0.50, -0.94, 1.13], [-0.68, -1.53, 0.57], [2.17, 0.44, -0.76], [0.83, 2.57, 0.71], [1.99, 1.47, 1.38], [-0.51, 0.87, 1.59], [-0.31, 1.07, -1.33], [-2.50, 0.80, -1.54], [-2.25, 1.91, -0.14], [-2.56, -0.80, 0.48], [-1.08, -1.50, -1.43], [1.45, -1.74, -1.90], [2.54, -1.98, 0.54], [0.49, -1.22, 2.22]], "orbital_gap_ev": 10.583, "smiles": "OC[C@H]1[C@H](CO)[C@H]2C=C[C@@H]1O2", "e_homo_ha": -0.35923}


Most favorable first, least favorable last: version ii, version i